No. 1
114
Properties=species:S:1:pos:R:3 method="wB97M-V/def2-TZVPD" homo_lumo_gap_ha=0.3976 smiles="CC(=O)OC(=O)C[C@@](C#N)(CCCC(F)(F)C(F)(F)F)[C@@H](C#N)CC(C)C.O=S1(=O)OCCO1.O=S1(=O)OCCO1.O=S1(=O)OCCO1.O=S1(=O)OCCO1.O=S1(=O)OCCO1.O=S1(=O)OCCO1" charge=0 multiplicity=1 lumo_energy_ev=0.02
C -3.580 -1.135 1.313
C -2.760 -0.052 0.713
O -1.730 0.336 1.161
O -3.272 0.535 -0.462
C -3.029 -0.170 -1.613
O -3.853 -0.186 -2.474
C -1.721 -0.924 -1.695
C -1.050 -0.885 -3.080
C -1.677 -1.878 -3.978
N -2.154 -2.703 -4.614
C -1.147 0.500 -3.748
C -0.412 0.638 -5.101
C 0.686 1.732 -5.114
C 2.034 1.259 -5.620
F 2.308 -0.020 -5.256
F 2.106 1.310 -6.972
C 3.213 2.103 -5.087
F 3.140 3.362 -5.511
F 3.237 2.094 -3.758
F 4.363 1.575 -5.486
C 0.444 -1.354 -2.928
C 1.174 -0.278 -2.254
N 1.741 0.491 -1.621
C 0.611 -2.767 -2.312
C 1.668 -2.970 -1.224
C 3.106 -2.658 -1.696
C 1.323 -2.321 0.132
H -3.433 -1.099 2.393
H -4.649 -1.049 1.125
H -3.197 -2.105 0.982
H -1.036 -0.576 -0.923
H -1.970 -1.956 -1.430
H -0.790 1.248 -3.034
H -2.192 0.746 -3.919
H -0.020 -0.306 -5.474
H -1.150 0.963 -5.834
H 0.390 2.559 -5.761
H 0.823 2.145 -4.114
H 0.829 -1.393 -3.947
H 0.870 -3.434 -3.138
H -0.337 -3.155 -1.932
H 1.666 -4.044 -1.017
H 3.810 -3.418 -1.367
H 3.444 -1.704 -1.285
H 3.149 -2.540 -2.783
H 0.724 -1.416 0.038
H 0.696 -3.022 0.692
H 2.213 -2.140 0.732
O -6.176 -0.497 6.396
S -5.582 -0.334 5.116
O -4.562 -1.204 4.656
O -5.102 1.179 4.970
C -5.717 1.794 3.828
C -7.044 1.078 3.688
O -6.740 -0.287 4.013
H -5.076 1.629 2.960
H -5.829 2.861 3.998
H -7.455 1.138 2.684
H -7.778 1.448 4.406
O -6.318 -7.136 4.543
S -5.758 -5.844 4.722
O -4.567 -5.453 4.069
O -5.639 -5.567 6.299
C -6.357 -4.373 6.642
C -7.473 -4.291 5.628
O -6.875 -4.736 4.407
H -5.674 -3.525 6.553
H -6.730 -4.438 7.660
H -7.857 -3.280 5.516
H -8.292 -4.968 5.881
O -3.746 -6.244 1.950
S -3.302 -5.522 0.822
O -3.010 -4.134 0.932
O -4.332 -5.748 -0.381
C -3.654 -6.259 -1.536
C -2.484 -7.035 -0.970
O -2.044 -6.243 0.142
H -3.320 -5.416 -2.144
H -4.331 -6.879 -2.118
H -1.674 -7.156 -1.684
H -2.790 -8.014 -0.597
O 4.939 -0.664 1.961
S 5.638 0.556 1.786
O 6.672 0.952 2.676
O 4.569 1.735 1.667
C 4.741 2.448 0.433
C 5.304 1.415 -0.517
O 6.201 0.638 0.295
H 5.444 3.267 0.601
H 3.788 2.851 0.100
H 5.841 1.852 -1.353
H 4.519 0.753 -0.890
O 9.868 6.867 4.431
S 8.614 6.244 4.656
O 7.550 6.935 5.287
O 8.874 4.855 5.404
C 8.320 3.765 4.651
C 8.389 4.236 3.217
O 8.071 5.633 3.281
H 7.289 3.609 4.971
H 8.892 2.858 4.821
H 7.687 3.715 2.572
H 9.398 4.133 2.812
O -0.458 8.126 -3.015
S 0.628 7.406 -2.458
O 0.769 7.241 -1.058
O 1.985 7.993 -3.069
C 2.736 6.959 -3.716
C 1.686 5.980 -4.197
O 0.715 5.961 -3.143
H 3.401 6.503 -2.980
H 3.325 7.377 -4.527
H 2.081 4.984 -4.357
H 1.199 6.333 -5.109

=====

No. 2
87
Properties=species:S:1:pos:R:3 method="wB97M-V/def2-TZVPD" homo_lumo_gap_ha=0.2341 charge=-1 multiplicity=1 lumo_energy_ev=1.90
Zr 0.553 0.540 0.048
C 2.932 -5.771 -4.049
C 3.986 -4.834 -3.441
C 5.068 -4.586 -4.494
C 4.642 -5.516 -2.231
C 3.318 -3.539 -2.980
C 2.318 -3.587 -2.023
C 1.753 -2.416 -1.555
Se 0.427 -2.461 -0.157
C 1.708 -2.516 1.294
C 2.427 -3.668 1.544
C 3.397 -3.667 2.532
C 3.574 -2.481 3.240
C 2.848 -1.311 3.043
C 1.878 -1.317 2.011
O 1.095 -0.297 1.693
C 3.193 -0.124 3.962
C 4.622 0.337 3.635
C 3.132 -0.598 5.424
C 2.274 1.095 3.852
C 4.250 -4.889 2.865
C 4.020 -5.288 4.330
C 3.900 -6.087 1.979
C 5.733 -4.556 2.652
C 2.132 -1.145 -2.010
O 1.562 -0.075 -1.455
C 3.090 -1.088 -3.054
C 3.662 -2.283 -3.474
C 3.470 0.229 -3.727
C 4.083 1.196 -2.703
C 4.503 0.015 -4.837
C 2.221 0.832 -4.386
H 3.399 -6.703 -4.380
H 2.455 -5.296 -4.908
H 2.153 -6.018 -3.327
H 5.520 -5.536 -4.784
H 5.858 -3.940 -4.105
H 4.649 -4.123 -5.390
H 5.148 -6.436 -2.535
H 3.900 -5.770 -1.472
H 5.376 -4.850 -1.773
H 1.968 -4.529 -1.618
H 2.223 -4.543 0.942
H 4.332 -2.469 4.014
H 5.345 -0.474 3.747
H 4.914 1.153 4.302
H 4.674 0.701 2.607
H 3.880 -1.363 5.643
H 2.146 -1.011 5.648
H 3.311 0.246 6.093
H 2.336 1.563 2.874
H 2.584 1.837 4.592
H 1.233 0.839 4.045
H 2.965 -5.511 4.502
H 4.311 -4.487 5.010
H 4.607 -6.177 4.577
H 2.856 -6.382 2.107
H 4.526 -6.939 2.252
H 4.077 -5.862 0.926
H 6.052 -3.732 3.293
H 5.913 -4.265 1.615
H 6.355 -5.425 2.882
H 4.412 -2.226 -4.249
H 4.990 0.763 -2.271
H 3.391 1.418 -1.898
H 4.336 2.143 -3.185
H 5.446 -0.375 -4.444
H 4.705 0.978 -5.308
H 4.130 -0.664 -5.607
H 1.432 1.032 -3.669
H 1.827 0.143 -5.140
H 2.464 1.780 -4.862
N -2.091 -0.589 0.804
N -2.987 0.452 1.040
C -2.472 1.683 1.328
N -3.286 2.716 1.183
S -0.919 1.877 1.944
H -2.136 -0.873 -0.167
H -2.329 -1.368 1.403
H -3.819 0.449 0.471
H -4.133 2.601 0.646
H -2.784 3.605 1.014
S 0.876 4.100 -3.227
Sb 0.081 3.346 -1.245
S 1.904 2.606 0.205
S -1.234 1.294 -1.544
S -1.232 4.931 -0.218

=====

No. 3
88
Properties=species:S:1:pos:R:3 method="wB97M-V/def2-TZVPD" homo_lumo_gap_ha=0.2983 smiles="c1cc[nH]c1.O=C1CCCO1.O=C1CCCO1.O=C1CCCO1.O=C1CCCO1.O=C1CCCO1.O=C1CCCO1.CO" charge=0 multiplicity=1 lumo_energy_ev=0.09
C 9.572 21.361 -7.703
C 10.031 20.440 -8.652
C 9.307 20.580 -9.761
N 8.394 21.581 -9.567
C 8.528 22.054 -8.302
H 9.885 21.593 -6.696
H 10.883 19.793 -8.506
H 9.469 20.092 -10.711
H 7.668 21.858 -10.211
H 7.787 22.760 -7.956
O 3.374 16.425 -9.112
C 4.191 15.586 -9.487
C 3.932 14.473 -10.551
C 5.293 13.776 -10.577
C 6.251 14.779 -9.945
O 5.491 15.686 -9.201
H 3.153 13.776 -10.243
H 3.552 14.936 -11.462
H 5.231 12.830 -10.039
H 5.704 13.518 -11.553
H 6.953 14.388 -9.209
H 6.808 15.330 -10.704
O 5.964 21.104 -13.315
C 7.082 21.247 -13.747
C 7.547 22.118 -14.953
C 9.074 22.123 -14.736
C 9.360 20.819 -13.948
O 8.111 20.507 -13.308
H 7.237 21.501 -15.797
H 7.042 23.083 -14.919
H 9.712 22.267 -15.609
H 9.405 22.940 -14.095
H 9.667 19.988 -14.583
H 10.040 20.830 -13.096
O 0.679 20.299 -4.940
C 1.448 19.519 -5.532
C 2.523 19.950 -6.516
C 2.827 18.640 -7.207
C 2.636 17.614 -6.024
O 1.523 18.190 -5.334
H 2.159 20.725 -7.190
H 3.366 20.279 -5.908
H 2.141 18.400 -8.020
H 3.831 18.539 -7.619
H 2.273 16.668 -6.426
H 3.551 17.470 -5.449
O 6.822 25.996 -8.357
C 5.998 25.213 -8.901
C 4.503 25.433 -9.081
C 4.259 24.382 -10.179
C 5.335 23.262 -9.890
O 6.374 24.027 -9.313
H 3.962 25.084 -8.201
H 4.210 26.458 -9.305
H 3.290 23.885 -10.229
H 4.404 24.855 -11.151
H 5.000 22.553 -9.132
H 5.620 22.869 -10.866
O 7.352 20.091 -4.321
C 7.480 19.348 -5.252
C 8.601 18.368 -5.420
C 7.994 17.411 -6.437
C 7.082 18.299 -7.264
O 6.646 19.187 -6.232
H 9.461 18.980 -5.688
H 8.881 17.805 -4.530
H 8.734 16.966 -7.103
H 7.470 16.611 -5.914
H 7.634 18.843 -8.030
H 6.234 17.757 -7.683
O 8.131 17.219 -12.623
C 7.190 16.900 -13.297
C 6.298 17.745 -14.200
C 5.171 16.821 -14.568
C 5.684 15.399 -14.261
O 6.781 15.634 -13.352
H 6.005 18.627 -13.631
H 6.941 18.043 -15.028
H 4.273 17.161 -14.053
H 4.891 16.872 -15.620
H 4.945 14.818 -13.710
H 6.026 14.907 -15.171
C 4.896 18.840 -10.723
O 5.145 20.197 -10.462
H 5.730 18.247 -10.348
H 3.898 18.576 -10.376
H 4.828 18.656 -11.795
H 5.500 20.626 -11.244

=====

> The lowest charge belongs to which entry?

C29H45N3O2S5SbSeZr

=====

> Look up the multiplicity of the first one.

1

=====

> Which value of charge does entry 3 give?

0